{"formula": "C26H33F3N7SSc", "method": "the ωB97M-V functional and the def2-TZVPD basis", "elements": ["Sc", "F", "C", "F", "F", "C", "C", "C", "C", "N", "C", "S", "H", "H", "H", "C", "N", "C", "C", "N", "C", "C", "C", "C", "C", "C", "C", "C", "C", "N", "C", "N", "C", "C", "N", "C", "C", "C", "N", "C", "C", "H", "H", "H", "H", "H", "H", "H", "H", "H", "H", "H", "H", "H", "H", "H", "H", "H", "H", "H", "H", "H", "H", "H", "H", "H", "H", "H", "H", "H", "H"], "xyz": [[0.5678, 0.8496, -0.6308], [2.9771, 4.9936, -0.5027], [3.6859, 4.5415, -1.5432], [4.9268, 5.0271, -1.4321], [3.1440, 5.0355, -2.6549], [3.7059, 3.0272, -1.5539], [4.9093, 2.3578, -1.5337], [4.9460, 0.9588, -1.5052], [3.7584, 0.2901, -1.4452], [2.5720, 0.9291, -1.4896], [2.5181, 2.2769, -1.6173], [0.9208, 2.9636, -1.8471], [5.8306, 2.9244, -1.5441], [5.8820, 0.4189, -1.5114], [3.7145, -0.7889, -1.3648], [-3.8806, -0.5090, 0.6646], [-3.5289, 0.8640, 1.0080], [-4.6614, 1.7256, 1.3537], [-2.2752, 1.3483, 0.8904], [-1.4071, 0.9124, -0.0247], [-1.8506, 0.2759, -1.2311], [-2.8765, 0.8154, -1.9658], [-3.2814, 0.2680, -3.1897], [-2.6069, -0.7950, -3.7106], [-1.5053, -1.3564, -3.0321], [-0.7995, -2.4201, -3.6368], [0.2920, -2.9723, -3.0374], [0.7005, -2.5038, -1.7825], [0.0123, -1.5235, -1.1088], [0.4816, -1.0677, 0.1685], [0.9184, -1.9082, 1.1034], [0.5082, -3.1925, 1.1778], [-0.8053, -3.6076, 0.6980], [1.4201, -4.2911, 1.5002], [1.7633, -1.4537, 2.0529], [1.8612, -2.0748, 3.3784], [2.5479, -0.2338, 1.9240], [-1.1108, -0.8578, -1.7480], [-1.8782, 2.3177, 1.7275], [-2.3961, 2.4337, 3.0978], [-0.6721, 3.0753, 1.4372], [-4.4592, -0.9363, 1.4843], [-2.9850, -1.1073, 0.5257], [-4.4807, -0.5498, -0.2463], [-5.4494, 1.5600, 0.6174], [-4.3638, 2.7706, 1.3121], [-5.0638, 1.5035, 2.3430], [-3.3776, 1.6977, -1.5858], [-4.1082, 0.7125, -3.7276], [-2.8916, -1.2150, -4.6672], [-1.1350, -2.7748, -4.6033], [0.8474, -3.7636, -3.5227], [1.5694, -2.9440, -1.3072], [-1.4559, -2.7454, 0.5858], [-1.2442, -4.2784, 1.4365], [-0.7411, -4.1327, -0.2569], [2.4270, -3.9188, 1.6646], [1.4429, -4.9828, 0.6554], [1.0909, -4.8393, 2.3833], [1.0455, -2.7730, 3.5287], [1.7877, -1.2904, 4.1311], [2.8111, -2.5930, 3.5108], [2.2638, 0.3570, 1.0584], [3.6119, -0.4500, 1.8248], [2.4027, 0.3873, 2.8070], [-3.0004, 1.5690, 3.3501], [-2.9870, 3.3397, 3.2272], [-1.5497, 2.4701, 3.7832], [-0.6510, 3.4302, 0.4123], [0.2400, 2.4907, 1.6317], [-0.6253, 3.9317, 2.1049]], "homo_ha": -0.4949, "orbital_gap_ha": 0.273, "lumo_energy_ev": -6.05, "total_charge": 2, "relative_energy_kj_mol": 0.0}


{"formula": "C7H10", "method": "the ωB97M-V functional and the def2-TZVPD basis", "elements": ["C", "C", "C", "C", "C", "C", "C", "H", "H", "H", "H", "H", "H", "H", "H", "H", "H"], "xyz": [[-1.6480, 1.1669, -0.2808], [-0.2736, 0.2515, 0.0519], [1.0757, 0.6877, -0.5092], [1.4077, -0.8039, -0.4839], [0.7111, -1.4297, 0.7805], [-0.0489, -0.3107, 1.5029], [-0.0423, -1.1984, -0.4860], [-1.5049, 2.2232, -0.0103], [-1.6497, 1.0208, -1.3504], [-2.6694, 0.8754, 0.0789], [1.6638, 1.3851, 0.0998], [0.9493, 1.0524, -1.5305], [2.2073, -1.2791, -1.0508], [1.0924, -2.3951, 1.1374], [0.5664, 0.3306, 2.1568], [-1.1918, 0.2732, 1.0002], [-0.6452, -1.8498, -1.1065]], "homo_ha": -0.2867, "orbital_gap_ha": 0.321, "lumo_energy_ev": 0.94, "total_charge": 0, "relative_energy_kj_mol": 658.4}


{"formula": "C11H13ClS", "method": "the ωB97M-V functional and the def2-TZVPD basis", "elements": ["C", "C", "C", "C", "C", "C", "C", "C", "C", "C", "C", "S", "Cl", "H", "H", "H", "H", "H", "H", "H", "H", "H", "H", "H", "H", "H"], "xyz": [[2.9409, -3.3350, -1.3143], [2.3376, -3.5146, -0.0616], [2.5054, -2.3283, -2.1656], [1.3341, -2.6894, 0.3701], [1.6219, -1.4077, -1.6694], [1.0940, -1.5589, -0.4017], [-1.7182, 2.7147, 0.2246], [-1.4018, 2.6941, 1.5245], [-1.4618, -0.9604, 0.2508], [-1.0851, 3.6811, -0.6886], [-2.3158, 1.7597, 2.3732], [0.0589, -0.2440, 0.2642], [-1.5959, -2.6322, -0.0439], [3.6548, -3.9756, -1.6386], [2.5140, -4.2713, 0.6131], [2.8273, -2.1657, -3.0881], [0.9654, -2.9256, 1.3237], [1.4529, -0.5954, -2.3094], [-2.4824, 2.1189, -0.3270], [-0.6280, 3.4070, 1.8138], [-1.7747, 4.4745, -1.0790], [-0.9144, 3.0978, -1.5784], [-0.3144, 4.1996, -0.1839], [-1.9544, 1.8237, 3.4758], [-2.2967, 0.7044, 1.9551], [-3.3637, 1.9285, 2.3607]], "homo_ha": -0.3108, "orbital_gap_ha": 0.305, "lumo_energy_ev": -0.15, "total_charge": 0, "relative_energy_kj_mol": 136.2}


{"formula": "C7H9N", "method": "the ωB97M-V functional and the def2-TZVPD basis", "elements": ["C", "C", "C", "C", "C", "C", "C", "H", "H", "H", "H", "H", "H", "H", "H", "H", "N"], "xyz": [[2.2663, -0.8176, -0.0353], [1.1107, 0.1239, 0.0327], [0.9915, 1.5478, 0.0020], [-0.4130, 1.8956, 0.0737], [-1.1010, 0.7470, -0.0894], [-2.2595, -0.1144, -0.0536], [-1.1792, -1.2939, 0.0856], [2.2928, -1.4497, 0.8766], [2.3940, -1.4376, -0.8684], [3.1811, -0.2326, -0.0522], [1.8577, 2.2274, -0.0745], [-0.7618, 2.8782, 0.0133], [-2.7932, -0.1806, -0.9800], [-2.9965, 0.1503, 0.8057], [-1.1398, -1.7525, 1.1164], [-1.2659, -2.0193, -0.7756], [-0.1843, -0.2722, -0.0770]], "homo_ha": -0.2829, "orbital_gap_ha": 0.320, "lumo_energy_ev": 1.00, "total_charge": 0, "relative_energy_kj_mol": 215.1}


Please write out number 3 again, unchanged.
{"formula": "C11H13ClS", "method": "the ωB97M-V functional and the def2-TZVPD basis", "elements": ["C", "C", "C", "C", "C", "C", "C", "C", "C", "C", "C", "S", "Cl", "H", "H", "H", "H", "H", "H", "H", "H", "H", "H", "H", "H", "H"], "xyz": [[2.9409, -3.3350, -1.3143], [2.3376, -3.5146, -0.0616], [2.5054, -2.3283, -2.1656], [1.3341, -2.6894, 0.3701], [1.6219, -1.4077, -1.6694], [1.0940, -1.5589, -0.4017], [-1.7182, 2.7147, 0.2246], [-1.4018, 2.6941, 1.5245], [-1.4618, -0.9604, 0.2508], [-1.0851, 3.6811, -0.6886], [-2.3158, 1.7597, 2.3732], [0.0589, -0.2440, 0.2642], [-1.5959, -2.6322, -0.0439], [3.6548, -3.9756, -1.6386], [2.5140, -4.2713, 0.6131], [2.8273, -2.1657, -3.0881], [0.9654, -2.9256, 1.3237], [1.4529, -0.5954, -2.3094], [-2.4824, 2.1189, -0.3270], [-0.6280, 3.4070, 1.8138], [-1.7747, 4.4745, -1.0790], [-0.9144, 3.0978, -1.5784], [-0.3144, 4.1996, -0.1839], [-1.9544, 1.8237, 3.4758], [-2.2967, 0.7044, 1.9551], [-3.3637, 1.9285, 2.3607]], "homo_ha": -0.3108, "orbital_gap_ha": 0.305, "lumo_energy_ev": -0.15, "total_charge": 0, "relative_energy_kj_mol": 136.2}